Entry 1:
DFT (ωB97M-V/def2-TZVPD) results for a 9-piece molecular cluster, C8H30O8 overall in a non-equilibrium geometry.

The value obtained for the total energy is -25160.476 eV. Its SMILES is C=C/C(=C/C)CCC.O.O.O.O.O.O.O.O. The frontier orbital gap comes out at 8.7 eV. Its energy above the lowest of the compared OMol25 structures with the same formula, charge and spin is 65.0 kcal/mol. The calculation puts the HOMO energy at -8.7 eV.

Positions of all 46 atoms, in Å:
1 C -1.4076 -0.6148 1.3230
2 C -1.3440 -0.8252 -0.0101
3 C -0.3253 -0.3521 -0.9900
4 C -0.1905 -0.9674 -2.1737
5 C 0.7603 -0.4419 -3.2102
6 C 0.2101 1.0300 -0.6578
7 C -0.7393 2.1376 -1.1586
8 C -1.1854 3.2307 -0.1775
9 H -0.6045 -0.0301 1.7831
10 H -2.0780 -1.1411 2.0148
11 H -2.1559 -1.4529 -0.3775
12 H -0.8560 -1.7926 -2.3878
13 H 0.4477 0.5432 -3.5668
14 H 0.5284 -0.8496 -4.2144
15 H 1.7464 -0.4109 -2.7317
16 H 0.1488 1.2119 0.4216
17 H 1.2809 1.2392 -0.7026
18 H -0.1041 2.7327 -1.8296
19 H -1.5940 1.6697 -1.6671
20 H -1.6886 2.9670 0.7554
21 H -0.2715 3.7799 0.0449
22 H -2.0058 3.8176 -0.6061
23 O -3.7869 -2.3682 -2.6366
24 H -3.9920 -2.0609 -1.7380
25 H -3.2049 -3.1341 -2.5258
26 O 2.9763 -1.7269 3.5196
27 H 2.9427 -2.0172 2.6025
28 H 3.8435 -1.2839 3.4733
29 O 3.6351 -0.4232 1.3010
30 H 4.0093 0.3591 0.8768
31 H 2.8162 -0.1005 1.7471
32 O -1.4013 -3.6502 -1.4668
33 H -0.9901 -3.2162 -0.7024
34 H -0.9842 -4.5217 -1.4244
35 O 1.7945 3.1403 1.9984
36 H 2.6768 2.9015 1.6818
37 H 1.3623 2.2738 2.1274
38 O -2.3635 0.8641 -3.8823
39 H -2.0530 0.3277 -3.1490
40 H -3.1895 0.5687 -4.2591
41 O 1.1141 -0.2172 4.9126
42 H 2.0328 -0.4675 4.6735
43 H 0.7199 -1.0977 4.9427
44 O 1.3563 0.4302 2.4730
45 H 0.9915 -0.3971 2.1088
46 H 1.1221 0.3364 3.4643

Entry 2:
DFT (ωB97M-V/def2-TZVPD) results for a 2-piece molecular cluster, C3H10NS overall.

The value obtained for the total energy is -15599.204 eV. The frontier orbital gap comes out at 6.7 eV. Its total charge is -1. Its energy above the lowest of the compared OMol25 structures with the same formula, charge and spin is 13.8 kcal/mol. The calculation puts the HOMO energy at -2.5 eV.

Positions of all 15 atoms, in Å:
1 C 2.0176 -1.2199 -0.5401
2 N 1.1647 -1.9343 0.4062
3 H 2.3597 -0.2528 -0.1700
4 H 2.8768 -1.8473 -0.8111
5 H 1.4169 -1.0468 -1.4390
6 H 0.2031 -1.6226 0.2430
7 H 1.3839 -1.6777 1.3598
8 C -0.2670 1.7423 1.2903
9 C -0.6461 1.5423 -0.1767
10 S -1.5098 -0.0146 -0.5277
11 H -1.1103 1.4494 1.9271
12 H 0.5829 1.1313 1.6005
13 H -0.0073 2.7831 1.5203
14 H -1.2999 2.3629 -0.4833
15 H 0.2628 1.6298 -0.7821

Q: Which of these has the lowest HOMO energy?
A: C8H30O8

Q: Among the records above, which one has the highest HOMO energy?
A: C3H10NS